1.
# C5H7BBrNO2

A cluster of 2 separate species, C5H7BBrNO2 in total at a distorted geometry (ωB97M-V/def2-TZVPD, the OMol25 dataset).

Computed properties:
**E**: -81600.2250 eV
**HOMO (spin up / spin down)**: -5.12 / -9.31 eV
**Multiplicity**: 3
**Energy above the lowest of the compared OMol25 structures with the same formula, charge and spin**: 0.0 kcal per mole
**⟨S²⟩**: 2.033
**Kohn-Sham gap (spin up / spin down)**: 0.198 / 0.237 Eh
**F_max**: 0.1414 hartree/bohr

The geometry in XYZ format:
```
17
Properties=species:S:1:pos:R:3:lowdin_charge:R:1
B 1.07722 0.23791 1.52188 -0.7452
C -1.04528 0.62680 0.00991 -0.0680
C -1.62302 0.79341 -1.32947 -0.1150
C 0.35682 0.17630 -2.22105 -0.1401
C 0.96726 -0.05658 -1.00258 -0.0084
C 0.24233 0.23108 0.18602 -0.1508
N -0.93912 0.48967 -2.37473 0.0616
O 0.79604 1.22943 2.39474 0.1607
O 1.96337 -0.70211 1.83693 0.1845
Br -1.99517 -2.47711 0.74688 0.4998
H -1.82250 0.76275 0.74533 0.1035
H -2.66247 0.88927 -1.42732 0.0964
H 0.89420 -0.12352 -3.06544 0.0851
H -2.12338 -2.64027 -0.56212 -0.3456
H 1.98458 -0.42652 -1.09987 0.1212
H 1.53608 1.61474 2.91667 0.1256
H 2.39305 -0.62525 2.72424 0.1348
```

=====

2.
# C5H7BClN4O5

A cluster of 2 separate species, C5H7BClN4O5 in total at a distorted geometry (ωB97M-V/def2-TZVPD, the OMol25 dataset).

Computed properties:
**E**: -34698.5365 eV
**HOMO**: -4.51 eV
**Multiplicity**: 1
**Kohn-Sham gap**: 0.263 Eh
**F_max**: 0.0209 hartree/bohr
**Charge**: -1

The geometry in XYZ format:
```
23
Properties=species:S:1:pos:R:3:lowdin_charge:R:1
O 0.95186 -2.82516 -0.09400 -0.0663
C 1.59930 -2.32313 0.76114 -0.3779
O 2.75858 -1.61596 0.58621 -0.0620
C 2.80193 -0.58375 -0.38978 -0.1895
C 2.41194 0.77952 0.19408 -0.1179
C 0.94367 1.08397 0.20551 -0.3777
N 0.31276 0.98716 1.36656 0.1138
N -0.99005 1.22032 1.34881 0.1465
C -1.49966 1.52036 0.16784 -0.4501
O -2.84531 1.70681 0.13224 0.1334
B -3.43075 0.48780 -0.35180 -0.8984
O -3.97628 -0.36898 0.58367 0.1635
O -3.44796 0.16626 -1.66214 0.0994
N -0.85912 1.68306 -0.99221 0.1405
N 0.42354 1.45282 -0.96884 0.1087
H 1.33872 -2.46778 1.81767 0.1389
H 3.85588 -0.47863 -0.66057 0.1144
H 2.27994 -0.83220 -1.31579 0.1241
H 2.81903 0.80066 1.20515 0.1134
H 2.88986 1.57705 -0.37850 0.1114
H -4.42263 0.12871 1.27477 0.0959
H -2.83472 -0.60506 -1.79496 -0.0308
Cl -1.08052 -1.49384 -1.03504 -0.0333
```

=====

3.
# C5H7Br

The molecule C5H7Br at a distorted geometry (ωB97M-V/def2-TZVPD, the OMol25 dataset).

Computed properties:
**E**: -75338.5863 eV
**HOMO**: -9.81 eV
**Multiplicity**: 1
**Energy above the lowest of the compared OMol25 structures with the same formula, charge and spin**: 28.4 kcal per mole
**SMILES string**: C=CC1(Br)CC1
**Kohn-Sham gap**: 0.390 Eh
**F_max**: 0.0537 hartree/bohr

The geometry in XYZ format:
```
13
Properties=species:S:1:pos:R:3:lowdin_charge:R:1
C 0.73830 1.76717 -0.63721 0.0032
C 0.04012 1.22703 0.36897 -0.2018
C -0.16707 -1.16431 0.95076 -0.1685
C 0.02811 -1.24001 -0.54389 -0.1509
C -0.68022 -0.07542 0.08972 -0.8397
Br -2.63042 0.10253 -0.10644 0.6649
H 1.34609 2.74334 -0.63768 0.0806
H 0.96905 1.22962 -1.59900 0.0777
H -0.19052 1.56459 1.42045 0.1297
H -0.66726 -2.00987 1.24104 0.0711
H 0.65476 -1.04557 1.60252 0.0989
H 1.03026 -1.03722 -0.93705 0.0915
H -0.47119 -2.06189 -1.21220 0.1432
```